Below is an isolated ion of composition C5H10N and charge +1 in a non-equilibrium geometry, with properties calculated with the ωB97M-V functional and the def2-TZVPD basis.

Computed properties:
Charge = +1
Total energy = -250.61912 hartree
Molecular weight = 84.14 g/mol
Spin multiplicity = 3

Positions of all 16 atoms, in Å:
C: 0.200 -1.294 0.108
C: 1.941 0.472 0.352
C: 1.325 -0.516 -0.548
C: -0.480 0.034 0.510
C: -1.871 0.282 -0.095
N: 0.613 0.744 -0.222
H: -0.382 -1.722 -0.666
H: 0.646 -1.921 0.873
H: 2.055 0.318 1.365
H: 2.571 1.229 -0.027
H: 1.810 -0.751 -1.426
H: -0.499 0.556 1.399
H: -2.489 -0.407 0.412
H: -1.912 0.160 -1.125
H: -2.389 1.197 0.038
H: 0.268 1.715 -0.859

Forces on atoms 1 to 3 (eV/Å):
C 0.88 1.94 -1.47
C -2.00 2.13 -1.96
C 2.87 -5.98 0.27

Atom charges from the Löwdin analysis, given in e for atoms 1 to 8: C 0.050; C 0.059; C -0.075; C -0.238; C -0.025; N 0.013; H 0.133; H 0.183

***

Below is a 2-piece molecular cluster, C5H10N3O2 overall in a non-equilibrium geometry, with properties calculated with the ωB97M-V functional and the def2-TZVPD basis.

Computed properties:
Charge = +1
Total energy = -510.91494 hartree
Molecular weight = 144.15 g/mol

Positions of all 20 atoms, in Å:
C: 1.230 3.536 -2.112
C: 1.591 1.790 -0.836
C: -1.729 -0.465 0.098
C: -0.977 -2.614 1.242
C: -0.693 -1.231 0.859
N: 2.134 2.541 -1.853
N: 0.235 3.400 -1.348
N: 0.466 -0.731 1.069
O: 0.400 2.324 -0.547
O: 0.194 -3.168 1.862
H: 1.336 4.131 -3.059
H: -2.746 -0.547 0.602
H: -1.734 -0.914 -0.893
H: -1.281 0.507 -0.202
H: -1.769 -2.570 2.082
H: -1.341 -3.217 0.449
H: 1.026 -1.383 1.536
H: 0.669 0.209 0.754
H: 2.978 2.293 -2.242
H: 0.009 -3.891 2.538

Forces on atoms 1 to 3 (eV/Å):
C 0.98 -0.09 -2.21
C 1.24 -1.37 0.08
C 0.39 -0.01 0.11

Atom charges from the Löwdin analysis, given in e for atoms 1 to 8: C -0.152; C -0.075; C 0.029; C -0.152; C -0.256; N 0.090; N 0.058; N 0.309

***

Below is C26H46BBr2Cl6F2KMgO17PS as an isolated structure in a non-equilibrium geometry, with properties calculated with the ωB97M-V functional and the def2-TZVPD basis.

Computed properties:
Charge = -1
Total energy = -11970.28436 hartree
Molecular weight = 1178.41 g/mol

Positions of all 104 atoms, in Å:
C: -3.180 -5.090 5.616
C: -2.899 -4.052 6.840
C: -4.020 -2.926 6.984
Br: -5.691 -3.900 7.539
C: -4.209 -1.944 5.735
C: -3.201 -1.964 4.494
C: -2.608 -0.529 4.055
C: -1.201 -0.121 4.791
Br: -1.444 1.585 5.838
O: -3.896 -0.630 6.363
C: -4.958 0.342 6.256
O: -5.214 1.300 6.995
O: -5.646 -0.098 5.053
C: -5.738 -1.545 5.333
B: -6.538 -2.450 4.241
C: -7.818 -1.868 3.428
O: -6.101 -3.830 4.020
H: -3.696 -6.047 5.954
H: -3.755 -4.618 4.754
H: -2.151 -5.395 5.192
H: -2.938 -4.702 7.790
H: -1.851 -3.616 6.777
H: -3.735 -2.297 7.909
H: -2.266 -2.629 4.647
H: -3.685 -2.390 3.532
H: -3.366 0.316 4.061
H: -2.300 -0.667 2.946
H: -0.922 -0.992 5.472
H: -0.384 0.136 4.006
H: -6.504 -1.514 6.206
H: -8.727 -2.508 3.737
H: -7.990 -0.785 3.758
H: -7.632 -1.973 2.305
H: -5.310 -3.820 3.432
Mg: 1.444 0.129 5.028
C: 0.555 0.631 0.044
Cl: 1.609 -0.793 0.037
Cl: 1.441 2.026 -0.610
Cl: -0.876 0.305 -0.956
Cl: 0.031 0.988 1.701
C: 5.775 2.243 -1.114
C: 6.549 0.981 -1.290
O: 6.471 0.370 -0.014
C: 5.291 0.794 0.515
O: 4.753 0.286 1.457
O: 4.789 1.864 -0.165
F: 7.854 1.245 -1.563
H: 6.378 3.058 -0.704
H: 5.315 2.580 -2.045
H: 6.136 0.312 -2.049
C: 3.997 -2.674 -4.693
S: 3.656 -1.493 -3.376
O: 4.952 -0.828 -3.020
C: 3.318 -2.731 -2.100
H: 4.275 -2.113 -5.597
H: 4.821 -3.330 -4.400
H: 3.100 -3.264 -4.894
H: 4.185 -3.382 -1.972
H: 2.445 -3.320 -2.387
H: 3.110 -2.213 -1.162
F: 3.973 -0.596 -6.271
C: -6.373 0.340 1.115
C: -6.963 -0.516 -0.001
O: -7.294 -1.683 0.330
O: -7.043 0.057 -1.118
H: -6.329 -0.211 2.059
H: -5.359 0.650 0.848
H: -6.989 1.231 1.264
O: 2.620 3.833 -4.874
P: 1.913 3.420 -6.167
O: 1.744 4.965 -6.771
C: 2.837 5.878 -6.767
C: 3.590 5.852 -8.083
O: 0.395 3.254 -5.507
C: 0.246 3.036 -4.118
C: 0.085 4.361 -3.376
O: 1.182 2.869 -7.602
C: 1.813 2.988 -8.861
C: 3.121 2.231 -8.936
H: 3.528 5.691 -5.942
H: 2.417 6.877 -6.616
H: 4.054 4.878 -8.249
H: 4.384 6.606 -8.086
H: 2.924 6.057 -8.924
H: 1.083 2.455 -3.722
H: -0.651 2.430 -3.971
H: 0.823 5.102 -3.681
H: 0.165 4.212 -2.294
H: -0.900 4.796 -3.596
H: 1.931 4.041 -9.122
H: 1.121 2.577 -9.602
H: 3.792 2.501 -8.114
H: 3.624 2.434 -9.883
H: 2.942 1.156 -8.864
C: 7.722 -2.355 -2.962
O: 8.378 -1.481 -3.515
O: 7.426 -2.375 -1.751
O: 7.254 -3.366 -3.524
C: 0.607 -3.484 9.600
Cl: 0.491 -2.892 7.938
Cl: -0.382 -4.931 9.837
H: 1.646 -3.727 9.816
H: 0.261 -2.705 10.277
K: -1.612 3.093 -2.943

Forces on atoms 1 to 3 (eV/Å):
C 1.13 0.22 -0.11
C -0.82 -1.15 -0.22
C 1.47 -0.61 0.38

Atom charges from the Löwdin analysis, given in e for atoms 1 to 8: C -0.117; C -0.294; C -0.515; Br 0.713; C -0.294; C -0.080; C -0.217; C -0.692

***

Below is a 2-piece molecular cluster, C4H5N3O3 overall in a non-equilibrium geometry, with properties calculated with the ωB97M-V functional and the def2-TZVPD basis.

Computed properties:
Charge = 0
Total energy = -545.21817 hartree
Molecular weight = 143.10 g/mol
SMILES string = O=c1nn[nH]o1.C#CCO

Positions of all 15 atoms, in Å:
O: 0.214 1.569 2.733
C: 0.574 0.850 1.851
N: 0.636 1.043 0.469
N: 1.096 -0.030 -0.076
N: 1.336 -0.907 0.858
O: 1.046 -0.461 2.092
H: 1.705 -1.833 0.722
C: -1.543 -0.465 -0.070
C: -1.118 -0.516 -1.195
C: -0.617 -0.531 -2.579
O: -1.630 -0.315 -3.539
H: -1.958 -0.480 0.962
H: 0.206 0.207 -2.666
H: -0.179 -1.521 -2.798
H: -2.062 0.512 -3.314

Forces on atoms 1 to 3 (eV/Å):
O 0.16 -0.48 -0.43
C -0.12 0.57 0.17
N 0.92 -0.22 -0.13

Atom charges from the Löwdin analysis, given in e for atoms 1 to 8: O 0.122; C -0.525; N 0.096; N 0.032; N -0.010; O 0.091; H 0.180; C 0.087

***

Below is one molecule with the formula C5H11NO in a non-equilibrium geometry, with properties calculated with the ωB97M-V functional and the def2-TZVPD basis.

Computed properties:
Charge = 0
Total energy = -327.04217 hartree
Molecular weight = 101.15 g/mol
SMILES string = CCN(C)C(C)=O

Positions of all 18 atoms, in Å:
C: -0.470 -2.204 -1.167
C: 0.044 -0.754 -1.381
N: 0.342 -0.134 -0.071
C: 1.440 -0.684 0.664
C: -0.251 0.946 0.663
C: -0.677 2.148 -0.178
O: -0.470 0.904 1.884
H: -1.411 -1.863 -0.836
H: 0.127 -2.767 -0.482
H: -0.561 -2.711 -2.084
H: 0.997 -0.879 -2.019
H: -0.872 -0.055 -1.761
H: 2.127 0.155 0.666
H: 1.094 -1.023 1.646
H: 1.873 -1.416 0.043
H: 0.089 2.632 -0.936
H: -1.030 2.940 0.470
H: -1.588 1.981 -0.897

Forces on atoms 1 to 3 (eV/Å):
C 0.09 2.51 0.00
C -0.33 1.47 -0.25
N -0.96 0.89 0.73

Atom charges from the Löwdin analysis, given in e for atoms 1 to 8: C -0.079; C -0.213; N -0.178; C -0.074; C -0.455; C -0.035; O 0.047; H 0.058

***

Below is a 5-piece molecular cluster, C4H21N2O4S overall in a non-equilibrium geometry, with properties calculated with the ωB97M-V functional and the def2-TZVPD basis.

Computed properties:
Charge = +1
Total energy = -973.39971 hartree
Molecular weight = 193.29 g/mol

Positions of all 32 atoms, in Å:
N: -0.920 -0.197 -0.095
C: 0.353 0.528 -0.640
C: 0.051 0.821 -2.070
S: -0.283 -0.750 -2.953
C: 0.603 1.890 0.166
N: 1.893 1.982 0.732
C: 2.056 3.143 1.588
H: -0.632 -1.165 0.042
H: -1.770 -0.036 -0.651
H: -1.253 0.220 0.801
H: 1.251 -0.060 -0.396
H: -0.763 1.554 -2.142
H: 0.888 1.346 -2.566
H: 1.005 -1.162 -3.166
H: 0.381 2.669 -0.607
H: -0.192 1.786 0.920
H: 2.652 1.913 0.070
H: 3.062 3.110 2.012
H: 1.368 3.269 2.436
H: 2.027 4.092 1.019
H: 1.836 -2.348 3.575
H: 1.069 -2.169 4.815
O: 1.204 -1.740 3.949
H: -0.175 -0.201 3.298
H: -0.808 -1.260 2.616
O: -0.894 -0.302 2.654
H: -0.395 -3.269 1.403
H: -0.789 -4.253 0.349
O: -0.103 -3.620 0.561
H: -3.468 1.097 -2.301
H: -2.814 0.066 -3.125
O: -3.078 0.206 -2.189

Forces on atoms 1 to 3 (eV/Å):
N 0.60 1.43 0.85
C -0.15 1.58 1.56
C 1.28 -0.14 -1.06

Atom charges from the Löwdin analysis, given in e for atoms 1 to 8: N 0.178; C -0.312; C -0.521; S 0.760; C -0.209; N -0.127; C -0.122; H 0.116

***

Below is a 2-piece molecular cluster, H2I2P2 overall in a non-equilibrium geometry, with properties calculated with the ωB97M-V functional and the def2-TZVPD basis.

Computed properties:
Charge = 0
Total energy = -1279.22674 hartree
Molecular weight = 317.77 g/mol

Positions of all 6 atoms, in Å:
P: 1.351 -0.103 -0.188
P: -0.470 -0.135 1.075
I: -2.129 -1.064 -0.400
I: -1.817 3.263 -0.303
H: 2.008 -0.823 0.725
H: 1.057 -1.138 -0.908

Forces on atoms 1 to 3 (eV/Å):
P -0.53 3.51 0.62
P -0.15 0.47 -0.23
I 0.09 -0.03 -0.03

In elementary charge units, the Löwdin charges are: P 0.405; P -0.068; I 0.176; I -0.064; H -0.206; H -0.244

***

Q: Which formula does entry 3 have?
A: C26H46BBr2Cl6F2KMgO17PS